1.
Molecular formula: C10H30IO6
Method: DFT, wB97M-V/def2-TZVPD

The energy above the lowest of the compared OMol25 structures with the same formula, charge and spin comes out at 0.000 eV. Its HOMO energy is -5.5 eV. The spin multiplicity is 1. Its net charge is -1.

Each line ends with the Mulliken charge.
Cartesian coordinates (Å):
I  0.293  0.085  0.795  -0.50
C  1.266  3.162  -4.043  -1.18
C  1.423  2.106  -2.962  0.39
O  1.142  2.765  -1.741  -0.51
H  1.462  2.740  -5.032  0.37
H  2.075  3.876  -3.883  0.28
H  0.275  3.610  -4.044  0.24
H  2.410  1.636  -2.944  0.35
H  0.723  1.283  -3.135  -0.19
H  1.101  2.103  -1.038  0.13
C  2.112  0.359  4.774  -0.82
C  2.573  1.546  3.970  -0.23
O  1.508  2.211  3.353  -0.46
H  1.306  0.622  5.460  0.25
H  2.919  -0.002  5.418  0.33
H  1.831  -0.482  4.139  0.20
H  3.309  1.246  3.216  0.23
H  3.111  2.246  4.614  0.30
H  1.155  1.585  2.701  0.06
C  -3.289  3.309  -2.209  -1.23
C  -2.229  2.486  -1.505  0.45
O  -2.818  1.731  -0.459  -0.55
H  -3.831  3.939  -1.506  0.30
H  -4.002  2.605  -2.646  0.31
H  -2.866  3.867  -3.044  0.33
H  -1.470  3.155  -1.095  0.26
H  -1.689  1.810  -2.172  -0.11
H  -2.134  1.140  -0.117  0.18
C  -0.416  -1.496  -3.600  -0.67
C  0.834  -2.122  -3.029  -0.16
O  0.597  -2.687  -1.736  -0.48
H  -0.210  -1.190  -4.629  0.33
H  -0.831  -0.648  -3.054  -0.05
H  -1.242  -2.208  -3.645  0.33
H  1.600  -1.366  -2.834  0.18
H  1.231  -2.900  -3.681  0.30
H  0.662  -1.937  -1.132  0.13
C  -0.846  -3.503  2.879  -0.19
C  -0.972  -4.809  3.686  -0.38
O  -2.327  -5.008  4.108  -0.54
O  0.313  -3.443  2.082  -0.47
H  -0.832  -2.661  3.581  0.26
H  -1.790  -3.392  2.339  0.31
H  -0.343  -4.833  4.576  0.25
H  -0.738  -5.648  3.032  0.27
H  -2.599  -4.253  4.639  0.30
H  0.244  -2.636  1.557  0.11

---

2.
Molecular formula: C10H30N2O4
Method: DFT, wB97M-V/def2-TZVPD

The expectation value of S² is 0.75. Its HOMO energy (spin up / spin down) is 1.2 / -6.6 eV. The spin multiplicity is 2. Its net charge is -1.

Each line ends with the Mulliken charge.
Cartesian coordinates (Å):
C  0.033  2.127  0.485  -1.89
O  -1.164  1.457  0.644  0.06
H  0.538  1.798  -0.423  0.18
H  -0.304  3.163  0.471  0.36
H  0.738  1.925  1.291  0.55
H  -0.991  0.519  0.748  0.35
C  -3.577  3.600  -0.532  -0.73
O  -3.641  2.388  0.154  -0.36
H  -3.179  4.296  0.206  0.27
H  -2.848  3.514  -1.338  0.14
H  -4.469  3.986  -1.026  0.28
H  -2.804  2.107  0.530  0.41
C  -0.536  -0.282  3.951  -1.31
C  -1.495  -1.425  3.450  0.66
C  -1.091  -2.172  2.141  -0.81
O  -0.970  -1.171  1.116  0.14
C  -0.770  -1.704  -0.215  -1.14
N  -1.757  -2.315  4.553  -0.78
H  -0.896  0.075  4.916  0.52
H  -0.488  0.539  3.236  0.07
H  0.462  -0.655  4.183  0.31
H  -2.428  -0.908  3.224  0.12
H  -1.816  -2.945  1.888  0.26
H  -0.103  -2.609  2.283  0.33
H  -1.568  -2.394  -0.489  0.49
H  0.113  -2.340  -0.277  0.48
H  -0.776  -0.847  -0.888  0.05
H  -2.224  -1.797  5.283  0.31
H  -2.446  -2.948  4.172  0.27
C  4.318  -1.391  -1.950  -1.84
C  2.794  -1.078  -1.888  1.14
C  2.415  0.246  -2.688  -1.90
O  1.000  0.408  -2.747  1.47
C  0.635  1.633  -3.257  -2.78
N  2.128  -2.274  -2.436  -0.78
H  4.885  -0.463  -2.024  0.51
H  4.547  -1.876  -2.899  0.41
H  4.598  -2.046  -1.126  0.42
H  2.509  -0.930  -0.847  0.26
H  2.805  0.174  -3.703  0.14
H  2.903  1.034  -2.114  0.39
H  0.716  1.698  -4.342  0.67
H  1.153  2.476  -2.798  0.55
H  -0.411  1.842  -3.033  0.11
H  2.304  -2.450  -3.415  0.53
H  1.161  -1.985  -2.470  0.12

---

3.
Molecular formula: C10H30N2P2PbS
Method: DFT, wB97M-V/def2-TZVPD

Its HOMO energy is -4.9 eV. The spin multiplicity is 1.

Each line ends with the Mulliken charge.
Cartesian coordinates (Å):
Pb  -0.450  1.113  -0.657  0.22
H  1.404  -3.046  1.433  0.07
H  1.415  -2.654  2.070  -0.07
P  -0.278  -1.248  -2.363  0.55
P  -0.803  1.512  2.172  0.57
C  0.144  3.008  2.642  -1.17
H  -0.282  3.426  3.564  0.39
H  1.199  2.738  2.789  0.29
H  0.099  3.749  1.832  0.33
C  -2.501  2.202  2.242  -1.22
H  -3.225  1.376  2.216  0.35
H  -2.614  2.771  3.172  0.39
H  -2.682  2.855  1.373  0.35
C  -0.769  0.578  3.735  -1.19
H  0.256  0.259  3.951  0.32
H  -1.136  1.237  4.539  0.34
H  -1.412  -0.305  3.648  0.32
C  -1.736  -1.039  -3.465  -1.24
H  -1.597  -1.636  -4.374  0.39
H  -2.634  -1.371  -2.923  0.33
H  -1.863  0.027  -3.720  0.35
C  1.060  -0.906  -3.566  -1.15
H  2.018  -1.206  -3.127  0.30
H  0.870  -1.475  -4.491  0.36
H  1.113  0.166  -3.790  0.33
C  -0.205  -3.068  -2.273  -1.17
H  -0.991  -3.434  -1.605  0.33
H  -0.342  -3.492  -3.282  0.34
H  0.769  -3.364  -1.868  0.32
H  -1.119  -0.456  0.118  -0.15
H  -1.388  2.412  -1.541  -0.22
S  2.250  1.710  -0.299  -0.45
C  3.414  0.536  0.219  0.27
N  4.515  0.303  -0.516  -0.15
C  5.702  -0.375  0.006  -0.67
C  5.252  -1.518  0.888  -0.60
C  4.282  -1.054  1.958  -0.54
N  3.331  -0.083  1.414  0.06
H  4.631  0.893  -1.330  0.26
H  6.293  0.334  0.601  0.28
H  6.272  -0.725  -0.855  0.39
H  6.132  -1.972  1.357  0.35
H  4.751  -2.282  0.279  0.30
H  4.836  -0.566  2.771  0.33
H  3.726  -1.911  2.355  0.29
H  2.509  0.135  1.963  -0.07

---

4.
Molecular formula: C10H30O10Tl
Method: DFT, wB97M-V/def2-TZVPD

The energy above the lowest of the compared OMol25 structures with the same formula, charge and spin comes out at 0.000 eV. Its HOMO energy is -19.4 eV. The spin multiplicity is 1. Its net charge is +3.

Each line ends with the Mulliken charge.
Cartesian coordinates (Å):
Tl  -15.565  31.046  9.658  1.64
C  -16.328  30.422  13.221  -0.41
C  -16.207  31.924  13.035  -0.53
O  -15.321  32.287  11.986  -0.20
O  -16.845  29.894  11.999  -0.41
H  -17.072  30.342  14.018  0.42
H  -15.398  29.893  13.429  0.25
H  -16.107  32.437  13.995  0.51
H  -17.217  32.271  12.766  0.24
H  -15.105  33.226  12.066  0.18
H  -16.976  28.939  12.100  0.27
C  -12.220  34.704  8.687  -0.44
C  -12.966  34.236  9.945  -0.65
O  -13.367  32.871  9.894  -0.18
O  -12.982  34.335  7.533  -0.47
H  -11.215  34.277  8.621  0.31
H  -12.131  35.793  8.667  0.40
H  -13.797  34.880  10.234  0.27
H  -12.245  34.295  10.767  0.44
H  -12.588  32.308  9.978  0.16
H  -12.707  34.876  6.781  0.28
C  -13.850  28.104  10.984  -0.49
C  -12.737  29.129  11.188  -0.51
O  -13.413  30.384  11.342  -0.31
O  -14.774  28.599  9.998  -0.48
H  -14.343  27.832  11.917  0.35
H  -13.361  27.241  10.517  0.42
H  -12.109  29.176  10.296  0.34
H  -12.148  28.906  12.078  0.39
H  -12.830  30.938  11.878  0.25
H  -15.379  27.869  9.804  0.30
C  -19.272  31.256  9.357  -0.59
C  -18.894  31.698  7.944  -0.38
O  -17.631  31.102  7.668  -0.45
O  -18.134  31.411  10.215  -0.26
H  -19.703  30.254  9.317  0.43
H  -20.062  31.935  9.693  0.35
H  -18.849  32.793  7.939  0.16
H  -19.600  31.314  7.207  0.55
H  -17.560  30.986  6.708  0.30
H  -18.477  31.184  11.095  0.16
C  -16.464  34.760  8.947  -0.43
C  -16.065  34.192  7.571  -0.40
O  -15.130  33.131  7.759  -0.35
O  -16.899  33.673  9.755  -0.31
H  -17.310  35.443  8.829  0.47
H  -15.690  35.382  9.408  0.25
H  -15.676  34.948  6.890  0.43
H  -16.907  33.653  7.137  0.09
H  -14.235  33.494  7.524  0.39
H  -17.488  34.056  10.421  0.25

---

Number 1: DFT total energy -31244.30253 eV. Number 2: DFT total energy -22023.06778 eV. Number 3: DFT total energy -48493.08183 eV. Number 4: DFT total energy -35991.18954 eV.